[1]
Below is 2 unconnected molecules or ions with the total composition C4H6S, with properties calculated with wB97M-V/def2-TZVPD.

Results
lowest unoccupied orbital energy: 0.9 eV
energy above the lowest of the compared OMol25 structures with the same formula, charge and spin: 2.4670 eV
SMILES string: C=CS.C#C
max |F|: 0.6 eV/Å

XYZ file:
```
11
Properties=species:S:1:pos:R:3:forces:R:3:lowdin_charge:R:1
S -0.9744 -2.0893 0.2553 -0.08 -0.16 0.10 0.723
C 1.0951 -0.6273 -0.8170 0.15 0.01 -0.10 -0.091
C -1.1327 1.6018 0.8097 0.20 0.38 0.02 -0.010
C -0.4415 2.5750 0.8007 -0.27 -0.28 -0.02 0.013
C 0.6829 -1.7058 -0.1784 -0.30 -0.12 0.09 -0.607
H -1.7390 0.7458 0.8259 -0.31 -0.47 0.09 -0.017
H 1.3426 -2.4968 0.1417 0.27 -0.01 -0.01 0.046
H 0.1483 3.4422 0.7924 0.37 0.48 0.00 0.010
H 2.1326 -0.5025 -1.0717 0.24 0.00 0.02 0.050
H -1.5389 -1.1046 -0.4430 -0.11 0.09 -0.14 -0.151
H 0.4251 0.1615 -1.1154 -0.15 0.09 -0.05 0.034
```
Forces are in eV/Å.

=====

[2]
Below is C4H6S2 in the gas phase in a non-equilibrium geometry, with properties calculated with wB97M-V/def2-TZVPD.

Results
lowest unoccupied orbital energy: -0.4 eV
energy above the lowest of the compared OMol25 structures with the same formula, charge and spin: 2.1710 eV
SMILES string: CC(C=S)C=S
max |F|: 5.0 eV/Å

XYZ file:
```
12
Properties=species:S:1:pos:R:3:forces:R:3:lowdin_charge:R:1
S 1.8202 -1.1426 0.1302 1.11 -0.18 -0.06 0.750
S -2.2602 -0.6355 -0.1229 -2.35 -0.33 -1.33 0.786
C 1.4620 0.3184 -0.4530 -0.50 -2.82 0.53 -0.608
C -0.9150 -0.0519 0.4036 0.71 -0.48 -0.50 -0.756
C 0.0709 0.7281 -0.2818 0.39 4.73 -1.71 -0.576
C 0.2719 2.1971 0.2732 -3.21 2.23 -0.95 -0.073
H 0.6807 2.8979 -0.5775 -0.06 -1.50 2.05 0.121
H -0.7701 2.6949 0.4508 1.41 -1.03 -0.49 0.104
H 0.6558 2.2640 1.2840 1.02 -0.03 -0.22 0.071
H -0.6479 -0.4594 1.2832 1.25 -0.80 3.48 -0.007
H 2.1750 0.9321 -0.9775 0.00 0.38 -0.07 0.066
H -0.3929 0.9703 -1.2328 0.22 -0.17 -0.73 0.122
```
Forces are in eV/Å.